ORCA calculation (the ωB97M-V functional and the def2-TZVPD basis) on C56H44N4PS4Ti as an isolated structure.

Each line ends with the Mulliken charge.
CARTESIAN COORDINATES (ANGSTROEM)
S1 -1.95820 -2.28062 -6.13992  -0.026
C1 -6.63244 2.50357 -0.04121  0.816
H1 2.68980 0.96847 -4.19012  0.388
S2 -0.61490 2.02826 0.50086  -0.204
C2 -1.78941 -2.51462 0.53104  -0.316
H2 -3.31585 5.92281 0.70414  0.513
H3 5.67516 2.63388 1.03157  0.408
C3 -3.45869 4.84396 0.66050  -0.632
H4 3.94183 -4.78228 -4.33691  0.398
C4 1.78938 -3.00952 -2.42317  0.037
H5 -8.11200 3.46398 -1.25856  0.374
C5 4.18573 -2.72352 -3.78748  -0.780
C6 -1.35691 4.38616 4.89015  -0.732
C7 3.89358 2.70576 -0.16170  -0.771
C8 4.91930 2.05908 0.51281  -0.549
C9 -1.07831 1.71096 -3.63626  -0.531
C10 -6.34653 1.98353 1.21913  -0.050
C11 -0.16166 -0.64689 6.48652  -0.644
C12 -3.40931 -4.68940 -0.25587  -1.010
H6 0.30936 0.01789 4.44269  0.451
C13 -2.43734 -3.24482 -7.45987  -0.402
N1 -2.15362 4.21088 0.57388  0.119
H7 1.81298 -5.04231 -3.10725  0.455
H8 -4.01904 -5.52231 -0.58124  0.488
C14 -1.01079 -1.69672 4.59674  0.417
C15 -5.58913 2.47437 -1.13456  -1.545
H9 -3.64808 -5.08417 1.81114  0.471
H10 5.12623 -2.61469 -4.31141  0.414
H11 -9.82008 3.50913 0.52172  0.390
C16 -8.55688 2.56008 1.97163  -0.400
H12 -9.30369 2.58398 2.75422  0.394
N2 -4.31556 3.02133 -0.67819  0.242
H13 -1.88385 5.82014 6.39860  0.387
C17 -8.84756 3.07832 0.72004  -0.590
H14 0.86489 -3.12693 -1.87063  0.089
H15 -0.13038 4.39297 0.98744  0.673
H16 -0.85321 3.18251 3.18560  0.470
H17 -0.95570 5.90677 0.61595  0.447
C18 -1.31198 -2.02999 3.20154  0.877
C19 -0.91624 -1.62230 7.06224  -0.341
N3 -0.99455 -1.47684 0.88705  0.429
Ti1 -0.94484 0.00239 -0.84271  -0.035
H18 2.12825 2.48378 -1.35562  0.314
C20 2.92727 1.97153 -0.83365  -0.530
C21 -2.82211 -3.84161 -1.25512  0.943
S3 -3.31160 0.55171 -0.59104  -0.726
H19 -2.13445 1.92224 -3.49992  0.578
C22 2.32431 -4.08846 -3.11334  -0.769
H20 -1.25855 3.56836 5.59265  0.463
H21 -2.27879 -2.90396 -8.46993  0.428
C23 -0.21682 -0.68618 5.07054  -0.440
C24 -2.99978 -4.41744 -7.05537  -0.625
C25 -1.04084 4.96056 1.15647  -1.707
H22 3.84423 3.78691 -0.17141  0.455
C26 -3.24033 2.27458 -0.33442  0.461
C27 0.95912 0.67454 -2.92231  -0.007
H23 -5.42038 1.46536 -1.50222  0.414
C28 -2.08920 2.90139 0.22403  -0.040
H24 4.18096 -0.70114 -3.08428  0.405
C29 2.43834 -1.77694 -2.42440  0.218
C30 -1.69495 -2.11903 -3.06033  -1.077
C31 -2.11952 -3.08561 2.83368  -0.693
C32 -7.30386 2.01322 2.21988  -0.768
H25 -5.28878 4.83380 -0.44968  0.458
C33 -4.26718 4.46926 -0.55443  -0.925
S4 -1.65834 -2.62028 5.89579  -0.215
H26 -0.15237 -0.38757 2.38227  0.255
C34 -2.37815 -3.35523 1.48009  0.663
C35 2.98270 0.57839 -0.83625  0.707
H27 -2.09365 7.68743 4.79297  0.379
C36 3.52040 -3.94287 -3.79956  -0.539
C37 -7.88488 3.05263 -0.28133  -0.440
C38 -2.40980 -3.22654 -3.55889  0.640
H28 -3.59691 -4.90666 -2.94405  0.433
P1 1.63859 -0.37157 -1.60504  1.373
C39 -1.59911 6.47803 3.09192  -0.274
C40 -0.41728 2.21470 -4.74313  -0.854
C41 4.01024 -0.06551 -0.14994  -0.677
H29 -3.45293 -5.39564 -5.13695  0.362
C42 -0.77402 -1.24540 2.16278  -0.767
N4 -1.52762 -1.88511 -1.77573  1.590
H30 -5.37141 1.55037 1.41162  0.413
C43 4.97601 0.67251 0.51749  -0.663
H31 -1.68423 7.30050 2.38995  0.381
C44 -2.99442 -4.06335 -2.63086  -0.912
H32 -2.57284 -3.72779 3.58007  0.441
H33 -1.05684 -1.81798 8.11268  0.453
C45 -1.24963 5.21592 2.63001  0.675
C46 -1.12755 4.16899 3.54138  -0.127
H34 -1.24583 -1.39452 -3.73011  0.231
C47 1.63748 1.17718 -4.03647  -0.265
C48 3.64976 -1.64523 -3.10253  -0.408
C49 -3.04930 -4.53181 -5.64484  -0.489
H35 0.40506 0.07805 7.05116  0.406
C50 -0.39724 0.92591 -2.69524  0.876
H36 5.77457 0.16101 1.03882  0.419
H37 -3.82875 4.90525 -1.45831  0.305
C51 -1.70769 5.65179 5.34438  -0.422
C52 0.93999 1.94905 -4.94530  -0.797
C53 -2.04330 -2.74782 -0.86693  -0.841
C54 -1.82620 6.69861 4.44436  -0.669
H38 -5.92653 3.08073 -1.97860  0.461
H39 1.44158 2.34923 -5.81715  0.421
H40 4.06506 -1.14823 -0.14487  0.466
C55 -3.20341 -4.44977 1.05527  -1.317
H41 -3.36322 -5.16893 -7.73984  0.404
H42 -7.07632 1.60729 3.19708  0.410
C56 -2.52381 -3.44230 -5.00313  0.388
H43 -0.95118 2.81914 -5.46676  0.438
H44 -3.97453 4.53542 1.57599  0.268

Output
Total charge: +1
HOMO level (spin up / spin down), eV: -8.8 / -10.3
⟨S²⟩: 2.012
HOMO-LUMO gap (spin up / spin down), eV: 5.72 / 7.23
Energy above the lowest of the compared OMol25 structures with the same formula, charge and spin, eV: 0.000
Multiplicity: 3